{
  "formula": "C126H92F8O52",
  "method": "wB97M-V/def2-TZVPD",
  "elements": ["F", "F", "F", "F", "F", "F", "F", "F", "O", "O", "O", "O", "O", "O", "O", "O", "O", "O", "O", "O", "O", "O", "O", "O", "O", "O", "O", "O", "O", "O", "O", "O", "O", "O", "O", "O", "O", "O", "O", "O", "O", "O", "O", "O", "O", "O", "O", "O", "O", "O", "O", "O", "O", "O", "O", "O", "O", "O", "O", "O", "C", "C", "C", "C", "C", "C", "C", "C", "C", "C", "C", "C", "C", "C", "C", "C", "C", "C", "C", "C", "C", "C", "C", "C", "C", "C", "C", "C", "C", "C", "C", "C", "C", "C", "C", "C", "C", "C", "C", "C", "C", "C", "C", "C", "C", "C", "C", "C", "C", "C", "C", "C", "C", "C", "C", "C", "C", "C", "C", "C", "C", "C", "C", "C", "C", "C", "C", "C", "C", "C", "C", "C", "C", "C", "C", "C", "C", "C", "C", "C", "C", "C", "C", "C", "C", "C", "C", "C", "C", "C", "C", "C", "C", "C", "C", "C", "C", "C", "C", "C", "C", "C", "C", "C", "C", "C", "C", "C", "C", "C", "C", "C", "C", "C", "C", "C", "C", "C", "C", "C", "C", "C", "C", "C", "C", "C", "H", "H", "H", "H", "H", "H", "H", "H", "H", "H", "H", "H", "H", "H", "H", "H", "H", "H", "H", "H", "H", "H", "H", "H", "H", "H", "H", "H", "H", "H", "H", "H", "H", "H", "H", "H", "H", "H", "H", "H", "H", "H", "H", "H", "H", "H", "H", "H", "H", "H", "H", "H", "H", "H", "H", "H", "H", "H", "H", "H", "H", "H", "H", "H", "H", "H", "H", "H", "H", "H", "H", "H", "H", "H", "H", "H", "H", "H", "H", "H", "H", "H", "H", "H", "H", "H", "H", "H", "H", "H", "H", "H"],
  "coordinates": [[-2.3010, -6.8932, 6.1514], [-1.5297, -10.6147, 3.4331], [3.4410, 2.2752, -4.1583], [-1.2975, 0.9994, -3.2582], [-4.3998, -5.1970, -1.0959], [-1.5759, 7.8346, -1.7648], [-6.9704, -2.6730, -5.0619], [4.0638, 10.2576, -2.3690], [4.5138, 3.7436, 0.0741], [-5.2762, 5.0544, -5.6929], [0.7193, -0.3056, 3.9626], [0.5646, -7.0685, -3.2483], [-2.6810, -5.7488, -6.3333], [8.4617, -2.9104, 5.7154], [3.0364, -1.7239, 5.1631], [2.7870, 7.7967, 1.3198], [6.4978, 0.7232, 4.5890], [1.0998, -0.6630, -4.3861], [1.2346, -2.4704, -10.8736], [-3.8525, 7.7995, 2.4577], [7.0081, -1.1274, 7.5378], [3.3147, 5.5651, 2.6356], [-0.9908, -2.0500, -5.9574], [4.9116, -4.4051, -5.5164], [2.2519, -3.8629, -8.6721], [1.7872, 0.8026, 6.2871], [5.3537, -1.1224, -1.9886], [-1.3239, 4.2822, 5.7945], [-4.4320, 1.0019, -2.3145], [-1.7027, -1.4453, 6.1979], [-1.8199, -0.4142, -7.8644], [-4.0915, -2.8253, 5.9600], [-3.5925, -4.5375, 10.2724], [6.9604, 9.8049, 2.6888], [3.1752, 4.0788, 4.9576], [1.3990, -7.4102, -0.3874], [-3.4293, -3.8064, -4.7003], [0.9700, 5.4041, 1.3517], [7.6817, 7.2650, 3.9059], [-3.0504, 2.6795, 4.4196], [7.1583, 2.8338, -0.4433], [-3.1137, -0.0167, -5.3427], [3.5186, -6.5529, -1.8921], [-7.2196, 0.8083, -2.5799], [5.1636, -0.3561, 2.3375], [-2.5793, 4.4798, -6.6190], [-1.8057, 9.0993, 0.9570], [-1.0429, 3.9845, 2.6578], [-5.8569, 0.3868, -5.1949], [-7.6285, 1.6830, 1.9963], [1.5671, -3.4217, 2.1979], [-0.6148, -5.4455, -1.2868], [2.6837, -0.3340, -1.1147], [-1.1761, -3.1103, 10.4916], [4.9976, -2.0032, -6.6543], [1.6734, 2.8286, 3.0037], [4.3561, -3.3829, 3.3132], [-4.8785, 1.7272, 2.3281], [3.5902, -2.4527, 0.3740], [1.2301, -3.0101, -2.8868], [4.2893, 6.5136, 2.6721], [2.9550, -3.8353, -4.2713], [-6.9109, 1.5285, 1.0211], [-1.1521, 5.8460, -3.0134], [-3.3463, 4.7066, -1.7917], [3.7545, 0.5141, -1.1075], [2.8260, 2.4162, 3.2883], [-1.0712, 0.6863, -1.9774], [-7.4395, 1.2987, -0.3303], [-2.6940, 7.2683, 2.2078], [-0.4879, 1.4721, 0.1981], [-5.5344, 2.7766, -5.2638], [4.6466, 0.7153, 2.9987], [6.3622, -3.1384, 4.5747], [1.5174, -5.3669, 0.8950], [-9.0218, -2.2550, -2.1373], [-1.4702, 4.5283, -3.2904], [2.7924, 5.2441, -6.0210], [3.5762, 1.7541, -0.7027], [2.0111, -1.5744, -4.6627], [-3.2039, -3.7325, 9.4289], [5.4866, 7.0096, -1.5946], [-4.6856, 3.8584, -5.5103], [0.8572, -4.1960, 6.4904], [-0.0572, 5.9392, 1.6610], [4.7400, 2.6801, -0.5179], [-1.6601, -9.8192, 1.2180], [6.5004, -1.7261, 6.5564], [5.4605, 6.4233, 3.3064], [-1.2482, 1.0243, 4.2683], [-5.7084, -4.4045, 0.7672], [-3.5955, 1.2411, -5.5750], [-3.2241, -4.2694, 0.6401], [0.7826, 3.8554, -6.1236], [3.0917, 8.0433, -2.5496], [-7.2616, -2.5663, -3.7701], [4.3500, -2.0162, 5.2915], [5.0478, -0.0403, -1.6024], [2.0001, -6.1691, -0.0980], [-8.6240, -2.5179, -3.4245], [-1.7647, -9.6376, 2.5516], [-5.1150, 1.3822, -5.3396], [0.3572, -4.8509, 7.5987], [-0.6469, 1.6775, -1.1175], [1.2772, -3.1268, -8.6141], [-6.2843, -2.5364, -2.7873], [-2.6070, -4.6005, -4.2625], [-0.7263, -5.3428, 5.1361], [3.9326, -3.5510, -5.1468], [-1.9203, -7.5210, 0.9007], [-2.6414, 4.0046, -2.7606], [-1.3687, -2.2905, 8.3668], [-0.4961, -2.2729, -7.1524], [5.3498, 8.3698, -1.6801], [-0.4691, -6.4299, -3.4648], [3.2786, 6.6941, -2.5584], [5.3981, 1.1784, 4.1917], [-8.0232, -2.1225, -1.1811], [-1.1646, 5.2878, 2.4464], [0.3017, -4.3827, 5.2763], [-1.7435, -8.7347, 0.3815], [-0.5503, 0.1742, 0.7220], [2.9302, -1.3266, -5.6110], [-0.9768, -1.2597, -8.1158], [-3.2496, 3.6912, -5.9498], [0.6094, 1.3607, 5.7048], [-2.1064, -8.3991, 3.0811], [3.5467, 1.3477, 2.5714], [3.5867, -4.4293, -0.8074], [-1.8994, -2.9855, 9.3495], [3.6501, 2.9518, 4.3912], [6.0322, 8.8286, 2.7361], [1.4512, 5.0361, -6.4035], [4.8181, 8.8814, 2.0366], [-2.3716, 5.9758, 2.7834], [4.4830, 6.1374, -2.0766], [-2.8160, 2.2903, -5.8880], [-1.1082, -0.6461, -1.4853], [-3.0427, 6.0212, -1.4401], [-2.0397, -4.5933, -2.9156], [2.0675, -4.0979, 1.2585], [3.1222, -3.6834, 0.2119], [-5.1872, 1.1848, -1.4061], [6.1666, 0.8283, -1.3416], [-1.5801, 7.8576, 1.3316], [0.1072, 2.5006, 6.2557], [-0.8704, -0.8662, -0.1550], [-2.1000, -5.6690, -5.1105], [-1.8404, 2.1825, 4.8180], [-1.2099, -6.6004, -4.7221], [0.0790, 0.5771, 4.5668], [-3.2433, -3.6245, 1.8751], [-2.0835, -2.1663, 7.1339], [6.5029, 7.5068, 3.4344], [6.0471, 2.0401, -0.7678], [-1.1411, -5.5017, -2.5475], [-4.4325, -3.4652, 2.5764], [-6.6913, -2.2912, -1.4656], [0.5485, -3.0916, -7.3405], [4.9303, -2.8697, 4.2609], [7.0976, -2.5848, 5.5973], [0.7496, -2.2700, -9.6301], [-1.2622, -6.0082, 6.2476], [3.0828, -5.8142, -1.0243], [3.4470, 4.3114, -5.2427], [-3.9317, -3.6738, 8.0654], [3.8503, 7.7769, 1.9854], [-0.7089, -5.7684, 7.5341], [2.7680, 3.1642, -4.9647], [1.5120, 2.9154, -5.3468], [4.1371, 8.9253, -2.1727], [-6.6587, 1.1645, -1.3903], [-5.4273, 1.6524, 1.1000], [-5.6352, -3.7872, 1.9546], [4.8134, 2.4127, 4.7957], [-4.6503, 1.4194, -0.0063], [-1.8826, 6.5760, -2.1185], [-1.0968, 3.0972, 5.7086], [-4.4628, -4.6525, 0.1287], [5.0662, -1.5419, 6.2907], [-2.0961, -7.2705, 2.2711], [-0.2808, -1.3875, -9.3821], [-3.3194, -3.0036, 7.0685], [1.9347, -2.8258, -3.8335], [3.9812, -2.3104, -5.9737], [-0.3495, 7.3020, 1.2189], [-0.9821, 3.8405, -3.9650], [4.5150, 9.8505, 1.6687], [0.7436, -4.6155, 8.5794], [4.4859, -0.9363, 6.9710], [-3.2405, 2.2835, 3.5660], [1.9918, -3.0251, -10.6722], [5.3351, -4.0649, -6.3079], [0.6080, -3.8935, 4.3635], [2.9768, -0.4301, -6.2114], [-3.8468, -0.5876, -5.1017], [-4.9148, -3.3093, 6.0569], [-6.5691, 3.0831, -5.3063], [0.3820, 7.7327, 0.5511], [5.3713, 2.9557, 5.5442], [-4.4905, -2.9811, 3.5401], [-8.5128, 1.2571, -0.4429], [-4.6603, 5.6745, -6.0901], [-0.1542, 3.7205, 2.4086], [1.6590, -7.7219, -1.2574], [-8.2965, -1.6317, -0.2588], [-5.2289, -2.6516, -2.9856], [2.2735, 8.4410, -3.1316], [4.6130, 5.0783, -1.9098], [-0.1948, 3.5772, -6.4891], [-1.7558, -3.4847, 11.1590], [3.4162, -2.2326, 1.2921], [-1.9577, -6.6262, 0.2971], [5.9696, -0.7411, 2.6895], [0.5722, -5.7054, 1.2931], [-6.0620, -2.2410, -0.5893], [2.7720, -2.2104, 4.3788], [0.7237, -0.8758, -3.5289], [2.5633, 1.9906, -0.4118], [7.1146, 0.3109, -1.3433], [-5.6242, 1.9837, 2.8757], [-3.6454, 6.6281, -0.7806], [3.0569, 1.0704, 1.6497], [8.8542, -2.5431, 6.5108], [-6.5711, 0.4273, -3.1764], [-6.4838, -3.7246, 2.6196], [4.5088, 4.3105, -5.0452], [1.0491, 2.0085, -4.9867], [-4.9043, -4.1426, 8.0356], [6.4268, 6.6650, -1.1900], [-1.7230, -8.8471, -0.6924], [-0.3607, 6.4083, -3.4867], [-1.1735, -5.5380, 4.1726], [-1.9806, 0.4111, 3.7645], [0.0088, -6.1426, -1.0705], [-2.2040, -8.1419, 4.1255], [-0.3924, -1.8360, 8.4489], [5.6688, 5.4635, 3.7556], [-2.3206, -3.2900, 2.3257], [2.5720, 4.4928, 4.3361], [6.7839, 3.7116, -0.3399], [-1.5448, -10.8019, 0.7852], [-3.2270, -4.9779, -6.5040], [-1.0318, -7.4789, -5.3246], [2.5109, 6.0274, -2.9223], [-0.0853, 2.1932, 0.8941], [-1.4155, -1.1891, -5.9594], [3.0158, -1.2346, -1.1266], [1.5621, -3.3907, 6.6358], [-1.0539, -6.3214, 8.3952], [-2.2714, -3.7912, -2.2305], [-2.9786, 2.9963, -2.9504], [-3.0910, 5.4461, 3.3902], [-4.2083, 4.2555, -1.3226], [-0.9184, 9.4388, 0.8192], [-0.2617, 0.1713, 1.7627], [7.7993, 9.4791, 3.0231], [-2.3135, -4.3574, 0.0662], [6.8218, -3.8261, 3.8802], [2.0543, 0.0164, 5.8053], [-2.3834, -6.2647, 2.5397], [0.8726, 5.7428, -6.9798], [2.6338, 5.8093, 2.0045], [6.1261, 9.0551, -1.3733], [0.9118, -3.6491, -6.4899], [-0.6768, -0.7383, -10.1489], [-0.9270, -1.8891, 0.1872], [4.3414, -3.9680, -1.4271], [-1.7984, 1.9829, -6.0788], [-9.9952, -1.9006, -1.8319], [0.6536, 2.8973, 7.0987], [-6.6520, -4.8057, 0.4280], [3.0666, -4.8041, -3.8072], [-0.5134, 2.6564, -1.5540], [3.3899, 6.1289, -6.1838], [-9.4452, -2.5018, -4.1258], [-3.6068, 1.4893, 0.2631], [-1.4564, -1.4753, -2.0832]],
  "forces_ev_per_angstrom": [[0.70, 0.66, -0.27], [-0.16, -0.68, -0.03], [-0.49, -0.07, -0.40], [-0.06, -0.22, -0.22], [-0.62, -0.45, -0.34], [0.46, 0.13, -0.56], [0.45, -0.16, -0.40], [-0.31, -0.46, 0.20], [1.69, -1.01, -1.23], [0.21, -0.60, 0.47], [-1.05, 1.56, 1.43], [-1.26, 1.17, 0.60], [0.78, -0.66, 0.47], [-2.33, 0.11, -0.81], [0.52, -0.03, 0.24], [2.48, 0.11, 1.85], [-2.84, 0.38, -1.47], [-0.32, 0.85, 0.06], [-0.19, 0.55, 1.02], [5.08, -1.57, -1.61], [-0.37, -2.11, -2.74], [2.21, -0.05, 0.95], [-0.13, -1.10, 1.51], [-0.97, -0.51, 1.29], [0.06, 0.70, -1.51], [-1.95, 1.71, -0.58], [-1.53, -2.55, -1.03], [-0.71, -0.08, 0.23], [-0.22, -0.23, -1.50], [-1.03, -1.40, 1.50], [0.64, -0.70, 0.12], [1.26, 0.36, -0.84], [1.42, 2.06, -0.09], [-1.37, -0.03, -0.24], [0.70, -0.72, 0.45], [0.05, 2.32, 1.52], [0.44, -0.45, 0.37], [0.91, -1.67, 0.17], [-5.03, 1.94, -2.00], [1.51, -0.73, 0.75], [-1.57, -1.60, -0.57], [0.19, 1.58, -0.57], [-0.75, 0.17, 0.73], [-0.41, 0.75, 1.06], [-1.29, 0.44, -0.65], [-1.49, 0.19, 1.61], [-0.23, 0.53, -0.27], [-0.30, 0.30, 0.46], [1.85, 1.93, -0.32], [0.73, -0.25, -0.11], [2.28, -1.07, -2.78], [-1.16, 0.93, -0.73], [0.37, 0.91, -0.25], [0.01, 0.22, -0.34], [-2.98, -1.44, 1.27], [3.01, -0.94, 0.72], [-0.03, 0.78, 0.67], [-0.19, 0.47, -0.56], [0.42, 0.40, 0.11], [-1.37, 0.60, 0.78], [-1.90, 0.39, -0.35], [0.35, 0.10, 0.29], [-0.71, 0.93, -0.55], [0.96, 0.95, -0.22], [-0.68, 1.07, 0.31], [-1.66, -2.38, -1.00], [-1.09, -0.35, -0.88], [0.77, -1.69, 1.47], [-0.28, 0.45, 1.11], [-3.74, 0.70, 1.26], [1.12, -1.64, 2.04], [1.20, 1.84, -0.81], [0.91, -1.15, -0.18], [0.96, 0.29, 0.24], [-0.51, -2.45, -1.20], [1.35, 0.70, 0.79], [-1.55, -0.71, -0.28], [-0.20, 0.15, 0.65], [0.83, 0.94, -0.24], [0.02, 0.56, -0.21], [-1.92, -2.03, -3.71], [-0.56, -0.89, -0.54], [-1.67, -0.82, -0.53], [0.30, 1.13, 1.18], [-1.87, 2.29, -0.23], [-3.30, -0.35, 1.69], [0.19, -1.53, -0.93], [-1.47, 3.07, 3.19], [0.97, -0.26, 0.75], [-3.13, 2.11, 0.84], [1.41, -1.51, -1.89], [-0.99, -1.02, 0.97], [-1.29, 0.71, 0.39], [2.01, -0.88, 1.01], [0.86, 2.43, -1.00], [-1.20, -0.36, 1.03], [-1.28, 0.27, -0.41], [1.16, 2.09, 1.59], [-1.42, -1.89, 0.34], [-0.44, 0.46, -0.49], [-0.33, 1.10, 1.44], [-0.24, -0.64, 0.66], [-0.96, -0.97, 0.75], [-0.76, 1.55, -2.42], [-0.02, -1.86, 3.94], [0.12, 0.17, 0.59], [0.04, 1.34, 0.92], [-0.74, -0.18, 0.46], [0.62, -0.77, -2.00], [-0.36, 3.54, 1.00], [0.32, -0.09, 1.00], [0.08, 0.43, -0.73], [0.56, 0.90, 1.08], [-1.71, 1.80, -0.42], [-0.08, -1.98, -1.70], [1.41, -1.63, 0.86], [1.83, 1.48, 1.84], [-0.66, 0.81, 0.28], [-3.18, 1.29, 0.24], [-1.45, -1.70, -1.55], [-0.06, -1.00, -1.12], [-0.11, 0.95, -0.69], [0.75, -1.01, -1.15], [0.79, -0.22, -1.54], [0.73, -1.50, -2.06], [2.99, -0.45, 2.43], [0.72, 1.86, 0.62], [-1.20, -0.19, -0.80], [-0.73, -0.47, 0.52], [0.59, -0.66, 3.59], [-0.38, 1.46, 0.82], [-0.20, -1.12, -0.80], [-0.31, 0.22, -0.56], [1.68, 0.54, 1.93], [3.18, -1.85, -0.91], [0.02, 1.13, 0.85], [0.25, -1.25, 0.67], [-0.96, 1.48, -1.41], [2.14, -0.10, -1.82], [-0.35, 0.58, -0.16], [-1.45, 0.75, 0.56], [0.06, -0.03, 0.74], [1.30, 0.65, 4.30], [0.93, 1.64, 1.41], [-0.03, -0.23, 1.68], [1.01, -2.13, -0.25], [0.43, -0.08, 1.51], [-0.33, -1.44, -2.13], [-0.12, -1.61, -2.12], [-0.06, 0.31, -0.05], [0.23, -0.56, -0.93], [0.05, -0.19, 0.66], [0.92, 0.93, -1.92], [1.93, -1.87, -0.04], [2.35, 1.40, -0.66], [1.96, 0.51, 2.47], [0.19, 0.72, -0.81], [-0.36, -0.32, -0.35], [-0.64, 0.16, -0.29], [1.97, -1.04, 0.39], [3.00, -2.61, -2.15], [-2.40, 2.17, -2.14], [1.13, 0.63, 1.00], [1.78, 1.72, -0.64], [0.27, -0.11, -1.20], [2.44, 0.64, 2.72], [-0.72, 0.46, -1.65], [0.40, 0.24, -1.68], [1.55, -0.47, 1.58], [-2.50, -0.45, -0.53], [0.74, -2.15, 0.09], [-0.93, -1.60, -3.05], [1.14, -1.65, -1.86], [0.16, 0.01, 2.84], [0.09, -0.52, -0.22], [-0.84, 0.85, 1.43], [-2.99, -1.13, 2.10], [1.42, 0.65, -0.15], [0.07, 0.63, 0.14], [-0.56, 0.83, 1.14], [-0.53, -1.80, -1.55], [0.90, -0.32, -1.19], [-3.50, 0.04, -0.52], [3.31, -1.64, -1.82], [1.62, 2.72, 0.66], [-0.90, -0.72, -0.40], [0.69, 0.58, -0.24], [0.04, -0.06, -0.47], [0.19, -0.05, 0.08], [0.33, 0.23, 0.39], [-0.47, -0.23, -0.41], [0.81, -0.62, -0.62], [0.32, 0.52, -0.28], [0.19, 0.24, 0.10], [-0.32, 0.33, 0.32], [-0.63, -0.28, 0.02], [-0.07, -0.11, 0.10], [-0.27, -0.47, 0.37], [0.24, 0.26, 0.18], [0.13, -0.27, 0.18], [0.40, -0.05, 0.06], [-0.03, -0.16, 0.01], [0.51, 0.24, -0.06], [0.84, -0.30, -0.04], [0.56, 0.10, -0.63], [-0.01, -0.53, 0.53], [0.02, -0.05, -0.42], [-0.41, 0.27, 0.41], [-0.13, -0.01, -0.41], [-0.10, 0.48, 0.03], [-0.13, -0.42, 0.39], [-0.10, 0.71, 0.57], [-0.05, -0.20, -0.47], [0.39, 0.53, 0.67], [0.04, 0.03, 0.70], [0.74, 0.15, -0.46], [-0.87, -0.09, -0.66], [-0.54, -0.10, 0.55], [0.07, 0.61, 0.16], [0.26, 0.31, -0.46], [-0.41, 0.05, 0.92], [0.09, -0.04, 0.17], [0.06, -0.48, -0.01], [-0.28, 0.42, 0.39], [0.50, 0.02, -0.50], [-0.54, 0.26, -0.39], [0.01, 0.53, 0.32], [-0.10, -0.27, -0.15], [-0.01, -0.01, -0.30], [-0.01, -0.44, 0.02], [0.20, -0.21, -0.08], [0.43, -0.36, -0.17], [0.05, 0.04, -0.09], [0.41, -0.29, -0.69], [0.19, -0.70, -0.45], [-0.10, -0.95, 0.36], [-0.02, 0.03, 0.12], [0.34, -0.01, 0.21], [0.19, 0.04, 0.03], [-0.41, 0.20, -0.29], [0.01, 0.55, 0.42], [0.22, -0.18, 0.21], [-0.34, 0.48, 0.36], [0.35, 0.17, -0.19], [-0.13, 0.05, -0.06], [-0.23, 0.55, -0.31], [-0.86, 0.54, 0.09], [0.13, -0.48, 0.00], [0.36, -0.12, 0.00], [-0.12, 0.12, 0.08], [-0.35, -0.06, 0.02], [0.26, -0.16, -0.27], [-0.14, 0.08, -0.06], [-0.15, -0.16, 0.00], [0.06, 0.75, -0.54], [-0.24, -1.14, 0.12], [0.29, -0.37, 0.42], [-0.06, -0.26, -0.05], [0.33, -0.02, 0.05], [-0.11, -0.49, -0.59], [0.14, -0.09, 0.53], [0.38, 0.45, -0.10], [-0.62, 0.39, -0.78], [0.15, -0.02, 0.03], [0.20, -0.20, -0.16], [0.25, -0.10, -0.39], [0.05, -0.10, 0.20], [0.10, -0.27, -0.24], [0.33, 0.58, -0.10], [-0.39, -0.54, -0.46], [-0.13, 0.40, -0.08], [0.12, 0.11, -0.51], [-0.48, -0.07, 0.40], [0.01, 0.22, 0.04], [-0.53, 0.37, -0.60], [0.46, -0.22, -0.74], [0.50, -0.25, -0.84], [0.16, 0.03, -0.37]],
  "mulliken_charge": [-0.38, -0.32, -0.13, -0.05, -0.42, -0.46, -0.35, -0.36, -0.25, -0.57, 0.14, -0.65, -0.66, -0.56, 0.92, -0.40, -0.72, 0.81, -0.55, -0.65, -0.63, 0.30, 0.63, -0.59, -0.66, -0.65, -0.51, -0.61, 0.31, -0.15, -0.58, -0.24, -0.61, -0.53, -0.63, -0.60, -0.59, -0.73, -0.63, -0.58, -0.67, 0.37, -0.64, -0.55, -0.68, -0.66, -0.49, 0.98, -0.74, -0.65, -0.13, 1.13, 1.29, -0.57, -0.69, 0.33, -0.57, -0.31, 0.16, -0.62, 0.62, -1.11, 0.86, -1.03, -0.59, 0.26, 0.80, 0.75, -0.76, -0.08, 0.14, -0.78, 0.18, -0.92, -0.16, -0.57, 0.22, -0.82, -0.18, 0.67, 0.36, -0.34, 0.29, -0.63, 0.52, 0.29, -0.49, 0.39, -0.63, -0.63, -1.17, 0.17, 1.00, -0.82, -0.84, 0.56, -0.42, 0.69, -0.66, -0.73, 0.13, 0.35, -0.39, -0.69, 0.68, -0.44, 0.64, 0.03, 0.25, 0.23, 0.42, -0.52, -0.04, -0.64, 0.55, -0.25, 0.70, -0.91, 0.02, -0.49, -0.38, 0.76, -0.96, 0.55, 0.70, -0.08, -0.69, -0.22, -0.60, 0.22, -0.07, 0.30, -0.54, -0.99, -0.79, -0.40, -0.24, 0.27, -0.87, 0.51, 0.65, 0.37, 0.31, -1.07, 0.55, -0.64, -1.66, 0.00, 0.50, -1.30, 1.07, -1.15, -0.21, 0.25, 0.00, 0.07, -0.98, -0.44, -0.35, 0.66, 0.55, 0.07, 0.26, 0.35, -0.43, -0.84, 0.49, -0.94, -0.22, 0.52, 0.30, -0.14, -0.21, -0.56, -1.04, -0.48, 0.07, 0.29, 0.78, -0.26, -0.22, -1.05, 0.85, 1.23, 0.39, -0.59, 0.34, 0.52, 0.43, 0.57, 0.29, 0.33, 0.35, 0.68, 0.60, -0.04, 0.27, 0.59, 0.57, 0.68, 0.62, 0.55, 0.36, -0.51, 0.38, 0.51, 0.65, 0.42, 0.49, 0.40, 0.33, -0.57, -0.19, 0.30, 0.54, 0.92, -0.61, -0.76, 0.52, 0.50, 0.26, 0.67, 0.39, 0.33, -0.06, 0.46, 0.50, 0.66, 0.38, 0.40, 0.42, 0.61, 0.26, 0.64, -0.46, 0.46, 0.60, 0.55, 0.97, 0.13, 0.32, 0.44, 0.33, 0.54, 0.72, -0.45, -0.25, -0.88, 0.59, 0.50, 0.23, 0.16, 0.73, 0.46, 0.33, -0.36, 0.35, -0.08, 0.47, -0.08, 0.63, 0.48, -0.08, 0.43, 0.79, 0.47, 0.59, 0.67, 0.12, 0.38, 0.57, 0.53, 0.30, 0.47, 0.40, 0.37, 0.82, 0.02],
  "gap_ev": 6.715,
  "total_energy_ha": -9567.5672,
  "homo_energy_ev": -9.1768
}